ORCA calculation (ωB97M-V/def2-TZVPD) on a cluster of 2 separate species, C4H12NO2 in total.

Positions of all 19 atoms, in Å:
C 0.340 0.422 -0.995
C -0.013 -1.064 -0.839
C 0.870 -1.978 0.084
C 1.237 -1.565 1.456
O 0.978 -0.539 2.040
N 0.161 1.264 0.207
H 1.343 0.605 -1.377
H -0.334 0.756 -1.796
H -1.089 -1.059 -0.542
H -0.011 -1.490 -1.843
H 0.376 -2.955 0.001
H 1.824 -2.057 -0.485
H 1.738 -2.388 2.005
H 0.101 0.748 1.104
H -0.708 1.860 0.179
H 0.994 1.834 0.345
H -2.952 1.945 0.571
H -2.543 3.295 -0.106
O -2.312 2.364 -0.009

Properties
charge: +1
multiplicity: 1
energy relative to the best compared isomer or geometry (same formula, charge and spin): 84.8 kJ/mol
DFT total energy: -364.6029 Eh